[1]
A molecular structure, C28H44BrN3P2SV. Source: the OMol25 dataset; level of theory: ωB97M-V/def2-TZVPD.

Each line ends with the Mulliken charge.
Geometry (Å):
C 2.7885 4.5296 -1.0719  -0.55
C 1.7838 3.7242 -1.6264  -0.16
C 1.6886 3.5711 -3.0323  -0.16
C 2.5253 4.3738 -3.8175  -0.42
N 3.3714 5.2358 -3.2698  -0.56
C 3.5362 5.3335 -1.9511  -0.39
C 0.8681 3.2807 -0.6129  -0.43
C -0.0308 3.1280 0.2261  0.96
C -1.1509 2.4613 0.8573  0.15
C -1.1870 1.2778 1.6898  0.88
C -2.3798 0.4844 1.7010  -1.30
C -3.1997 0.7524 0.5582  0.32
C -3.4181 2.1007 0.2004  -0.47
C -2.3919 2.9773 0.4731  -1.15
V -1.4676 -0.9376 0.5346  -0.36
P 0.9815 -0.7476 -0.3953  0.85
H 0.9193 2.9510 -3.4773  0.45
H 2.8362 4.6411 0.0189  0.42
H 2.4583 4.3115 -4.8988  0.41
H 4.2391 6.0464 -1.5005  0.36
H -2.5882 4.0354 0.3892  0.58
H -0.6273 1.3252 2.6029  0.21
H -4.3564 2.4655 -0.2016  0.55
H -2.6464 -0.3213 2.4089  0.39
C 1.7631 -2.4568 -0.2841  -0.62
C 3.1207 -2.6941 -0.9135  -1.49
H 1.0261 -3.1436 -0.7237  0.54
H 1.7763 -2.6895 0.7905  0.55
H 3.4042 -3.7323 -0.7327  0.46
H 3.1155 -2.5566 -1.9955  0.27
H 3.9138 -2.0828 -0.4826  0.29
C 1.4842 -0.2147 -2.1121  0.36
C 2.8556 0.4157 -2.3496  -1.63
H 0.7086 0.5108 -2.4161  0.04
H 1.3940 -1.0761 -2.7960  0.43
H 2.9751 0.6150 -3.4230  0.43
H 2.9467 1.3841 -1.8465  0.22
H 3.6921 -0.2348 -2.0690  0.36
C 2.0106 0.2645 0.7615  1.65
C 3.5173 0.0444 0.8594  -1.86
H 1.5744 0.0812 1.7531  -0.94
H 1.7847 1.3080 0.5167  -0.35
H 3.9231 0.7754 1.5718  0.51
H 3.8015 -0.9451 1.2399  0.39
H 4.0495 0.2305 -0.0798  0.28
Br -4.6262 -0.5289 -0.0425  0.04
P -1.8476 -1.7051 -1.7598  0.89
C -0.7462 -2.6093 -2.9172  -0.12
C -1.2964 -3.8776 -3.5321  -1.54
H 0.1650 -2.8379 -2.3523  0.12
H -0.4696 -1.8950 -3.7014  0.57
H -0.5140 -4.3330 -4.1445  0.45
H -1.5828 -4.6130 -2.7811  0.31
H -2.1518 -3.7132 -4.1903  0.29
C -2.9019 -2.9587 -0.9570  -0.79
C -4.2189 -3.2370 -1.6909  -1.62
H -3.1525 -2.6370 0.0678  0.77
H -2.3398 -3.8863 -0.8439  0.66
H -4.8252 -3.9673 -1.1385  0.40
H -4.8358 -2.3367 -1.7771  0.34
H -4.0804 -3.6378 -2.6982  0.31
C -2.6454 -0.4837 -2.8680  -0.36
C -3.1748 -0.9866 -4.1932  -1.40
H -1.9182 0.3300 -3.0232  0.37
H -3.4681 -0.0677 -2.2786  0.25
H -3.7531 -0.1862 -4.6586  0.44
H -2.4224 -1.2863 -4.9254  0.33
H -3.8594 -1.8210 -4.0548  0.26
S -0.4409 -1.9457 2.5412  -0.35
C -0.1469 -0.8348 3.8172  0.07
N 1.0704 -0.4579 4.2890  -0.04
C 0.9441 0.6025 5.2982  -0.50
C -0.5656 0.9194 5.2873  -0.44
N -1.1183 -0.1867 4.5079  -0.05
H 1.9712 -0.8887 4.0223  0.25
H 1.5498 1.4558 4.9842  0.30
H 1.3281 0.2482 6.2713  0.37
H -0.7694 1.8759 4.7692  0.21
H -0.9726 0.9461 6.3018  0.42
H -2.1119 -0.2512 4.2597  0.31

net charge	+2
highest occupied orbital energy (spin up / spin down)	-13.660 / -13.931	eV
lowest unoccupied orbital energy (spin up / spin down)	-6.7 / -6.9	eV
expectation value of S²	3.78
DFT total energy	-159345.226	eV
Kohn-Sham gap (spin up / spin down)	6.98 / 7.08	eV
2S+1	4

---

[2]
A gas-phase ion, C4H12N3 (charge +1). Source: the OMol25 dataset; level of theory: ωB97M-V/def2-TZVPD.

Each line ends with the Mulliken charge.
Geometry (Å):
C 2.0641 0.9522 -0.3503  -1.62
C 0.9940 0.1857 0.5177  0.15
N 1.3947 -1.3078 0.4120  -0.26
N -0.2701 0.4510 -0.1297  -0.26
N -0.8861 -0.9523 -0.8747  -0.55
C -1.4289 -0.2326 0.2859  0.38
C -2.6430 0.5850 0.0823  -1.27
H 2.9730 0.4463 -0.1909  0.51
H 1.9686 0.7668 -1.3774  0.47
H 2.1968 2.0033 -0.1099  0.35
H 0.9660 0.7058 1.4976  0.35
H 2.2833 -1.2687 -0.2037  0.37
H 1.5181 -1.7431 1.3320  0.33
H 0.5321 -1.5673 -0.0578  0.43
H -1.4175 -0.5974 -1.6471  0.28
H -1.4547 -0.9431 1.1583  0.34
H -2.5814 1.0081 -0.9333  0.34
H -2.5937 1.5261 0.6443  0.31
H -3.6152 -0.0180 -0.0551  0.35

net charge	+1
highest occupied orbital energy	-15.093	eV
ΔE to the lowest compared entry with this formula, charge and spin	103.7	kcal/mol
lowest unoccupied orbital energy	-3.4	eV
DFT total energy	-8803.238	eV
Kohn-Sham gap	11.66	eV

---

[3]
A molecular structure, C57H45N7PSSn. Source: the OMol25 dataset; level of theory: ωB97M-V/def2-TZVPD.

Each line ends with the Mulliken charge.
Geometry (Å):
Sn -0.2081 -0.8560 1.6886  0.94
C 0.2633 4.5471 -1.8077  -0.84
N 0.1644 3.7301 -0.6074  0.38
C 0.1810 2.3646 -0.5362  -0.61
N 0.1385 1.9719 0.7167  0.54
C 0.1019 3.0945 1.4900  -0.25
C 0.1206 4.2103 0.6773  0.58
C 0.1482 5.6320 1.0599  -0.33
C 1.1060 6.0637 1.9786  -0.23
C 1.1125 7.3794 2.4142  -0.75
C 0.1571 8.2722 1.9474  -0.41
C -0.7978 7.8495 1.0346  -0.73
C -0.8016 6.5358 0.5879  -0.22
C 0.0793 3.0296 2.9641  0.31
C 1.0732 2.3230 3.6398  -0.35
C 1.0704 2.2646 5.0260  -0.74
C 0.0716 2.9066 5.7445  -0.45
C -0.9116 3.6239 5.0768  -0.78
C -0.9073 3.6915 3.6909  -0.37
P 0.1695 1.2830 -2.0031  -0.80
C -1.2194 0.1745 -1.5342  -0.56
N -1.5460 -0.5536 -0.4477  0.46
C -2.8389 -1.0109 -0.6655  -0.84
C -3.2851 -0.5560 -1.8806  0.34
N -2.2630 0.1723 -2.4124  0.32
C -2.3146 0.8186 -3.7195  -1.03
C -4.5706 -0.8030 -2.5563  -0.18
C -4.9802 -2.1140 -2.7921  0.02
C -6.1994 -2.3634 -3.4022  -0.86
C -7.0240 -1.3086 -3.7689  -0.41
C -6.6251 -0.0012 -3.5301  -0.81
C -5.4006 0.2523 -2.9304  0.02
C -3.6924 -1.7877 0.2565  0.52
C -4.9547 -1.2878 0.5836  -0.53
C -5.8055 -2.0124 1.4006  -0.87
C -5.4102 -3.2468 1.8984  -0.57
C -4.1691 -3.7587 1.5584  -0.63
C -3.3192 -3.0341 0.7350  0.17
C 1.6720 0.2647 -1.8577  -0.40
N 1.9940 -0.6065 -0.9269  0.30
C 3.2297 -1.0981 -1.2538  -0.37
C 3.6604 -0.5129 -2.4255  0.49
N 2.6650 0.3472 -2.7984  0.36
C 2.6942 1.2149 -3.9679  -0.82
C 4.9340 -0.6998 -3.1405  -0.20
C 6.1321 -0.4971 -2.4567  -0.09
C 7.3440 -0.7274 -3.0889  -0.80
C 7.3700 -1.1753 -4.4027  -0.38
C 6.1816 -1.3784 -5.0890  -0.81
C 4.9670 -1.1367 -4.4636  0.03
C 3.9024 -2.1401 -0.4571  0.46
C 3.9824 -2.0257 0.9293  -0.29
C 4.5352 -3.0455 1.6896  -0.62
C 5.0344 -4.1822 1.0678  -0.49
C 4.9967 -4.2847 -0.3162  -0.80
C 4.4295 -3.2727 -1.0760  -0.41
H 0.8270 4.0146 -2.5684  0.19
H 0.7727 5.4764 -1.5665  0.43
H -0.7231 4.7838 -2.2074  0.29
H 1.8427 5.3598 2.3449  0.48
H 1.8647 7.7047 3.1217  0.41
H 0.1462 9.2926 2.3089  0.40
H -1.5503 8.5401 0.6750  0.40
H -1.5626 6.2052 -0.1099  0.43
H 1.8623 1.8488 3.0686  0.57
H 1.8536 1.7248 5.5431  0.45
H 0.0619 2.8580 6.8260  0.44
H -1.6846 4.1332 5.6387  0.43
H -1.6673 4.2581 3.1666  0.53
H -3.0326 0.2926 -4.3423  0.42
H -1.3407 0.7856 -4.1938  0.36
H -2.6251 1.8593 -3.6285  0.30
H -4.3367 -2.9320 -2.4917  0.47
H -6.5061 -3.3841 -3.5911  0.43
H -7.9808 -1.5060 -4.2348  0.41
H -7.2709 0.8229 -3.8047  0.40
H -5.0981 1.2732 -2.7251  0.45
H -5.2626 -0.3222 0.2012  0.56
H -6.7796 -1.6123 1.6508  0.44
H -6.0731 -3.8109 2.5417  0.44
H -3.8603 -4.7293 1.9261  0.45
H -2.3778 -3.4510 0.4233  0.53
H 3.7281 1.4068 -4.2425  0.43
H 2.2037 2.1573 -3.7428  0.14
H 2.1860 0.7513 -4.8136  0.29
H 6.1045 -0.1588 -1.4281  0.48
H 8.2691 -0.5587 -2.5528  0.41
H 8.3165 -1.3694 -4.8907  0.41
H 6.1968 -1.7353 -6.1110  0.40
H 4.0384 -1.3140 -4.9947  0.44
H 3.6270 -1.1196 1.4041  0.53
H 4.5789 -2.9532 2.7679  0.45
H 5.4632 -4.9812 1.6595  0.44
H 5.4045 -5.1608 -0.8054  0.42
H 4.3802 -3.3638 -2.1550  0.49
S -1.6670 -3.6609 5.1300  -0.25
C -2.3714 -2.1513 5.5064  -0.41
C -2.2269 -1.2469 4.4979  -0.62
C -1.5390 -1.7549 3.3571  -0.33
C -1.1556 -3.0584 3.5803  0.00
C -0.4064 -3.8816 2.6449  1.02
C -0.1997 -5.2573 2.7968  -0.92
C 0.4460 -5.9614 1.8014  -0.67
C 0.9049 -5.2880 0.6709  -0.83
C 0.7050 -3.9278 0.6031  -0.33
N 0.0660 -3.2438 1.5578  0.56
H -2.8434 -2.0183 6.4687  0.48
H -2.6097 -0.2367 4.5733  0.48
H -0.5733 -5.7525 3.6835  0.44
H 0.5830 -7.0313 1.8945  0.43
H 1.4004 -5.8126 -0.1335  0.51
H 1.0538 -3.3436 -0.2424  0.35

net charge	+1
highest occupied orbital energy	-9.922	eV
lowest unoccupied orbital energy	-2.1	eV
DFT total energy	-96222.915	eV
Kohn-Sham gap	7.78	eV

---

Largest force on an atom readings, ordered: 0.065; 0.063; 0.014 hartree/bohr